1.
Below is a molecular structure, C22H66N14O18PZn2 at a distorted geometry, with properties calculated with the ωB97M-V functional and the def2-TZVPD basis.

```
123
Properties=species:S:1:pos:R:3:forces:R:3:lowdin_charge:R:1
Zn 0.589863 -0.750583 -2.382725 1.22 -1.20 -1.35 0.566
Zn -0.929957 1.157337 2.066535 -0.20 1.30 2.18 0.547
P -0.401857 0.218277 -0.216465 -0.08 1.73 0.50 0.305
O -0.889407 -0.891993 -1.208045 -2.51 0.41 2.40 -0.351
O 0.839483 0.602027 -1.030095 1.10 1.24 0.75 -0.327
O -0.026717 -0.209243 1.228345 0.97 -2.83 -1.66 -0.353
O -1.245277 1.533217 0.190725 0.08 -2.40 -3.07 -0.358
C -3.634257 -2.828653 -1.121425 -2.99 -2.55 0.37 -0.822
O -4.579047 -3.560263 -0.895955 -0.82 -0.91 0.41 0.032
N -2.396927 -3.063793 -0.849755 3.95 -2.59 1.52 0.163
N -3.723117 -1.717513 -1.766425 -0.89 4.30 -2.32 0.174
H -2.153407 -3.942323 -0.415015 -0.21 0.43 0.00 0.111
H -1.745677 -2.304093 -0.986915 0.81 -0.21 0.39 0.035
H -4.550307 -1.538443 -2.317605 0.32 0.18 0.24 0.130
H -2.821127 -1.283233 -1.900295 -0.63 0.74 -0.57 0.049
C -0.557907 -3.235533 2.914225 1.05 -0.09 -2.47 -0.800
O -0.258327 -2.484783 3.781765 0.40 3.53 3.04 0.069
N -0.860937 -4.460243 3.166385 -1.38 -3.85 1.49 0.178
N -0.452357 -2.965583 1.617095 0.13 0.53 -1.14 0.195
H -0.912127 -5.154213 2.434345 -0.17 -0.12 0.77 0.117
H -0.916547 -4.602233 4.164805 -0.06 -1.01 -0.35 0.128
H -0.339807 -1.971823 1.476135 -0.16 0.12 -1.06 0.053
H -0.779257 -3.652153 0.952365 0.12 0.87 0.03 0.084
C -5.579477 3.362167 -1.043465 0.88 0.97 2.71 -0.805
O -5.773367 4.156657 -0.148395 -0.41 0.96 0.38 0.050
N -6.323937 3.114097 -2.063685 -4.75 0.70 -3.44 0.159
N -4.545907 2.571767 -1.107255 3.19 -1.94 0.49 0.166
H -7.193927 3.626247 -2.033325 -0.15 -0.40 -0.49 0.129
H -6.257967 2.263457 -2.604205 -0.31 0.45 0.15 0.113
H -4.595887 1.967517 -1.915015 1.50 -0.15 0.67 0.098
H -3.782767 2.746417 -0.469115 0.19 -0.64 -0.41 0.108
C -0.121647 -3.323873 -4.259515 -0.71 -0.34 -0.05 -0.790
O 0.075053 -2.386103 -3.590135 1.03 3.68 3.39 0.076
N 0.609923 -3.651163 -5.267375 2.65 -1.62 -4.28 0.193
N -1.141137 -4.101423 -4.125045 -4.06 -3.27 0.93 0.213
H 0.023843 -4.104393 -5.953815 1.06 -0.11 -0.67 0.127
H 1.406453 -3.108193 -5.568755 -0.52 0.09 -0.06 0.121
H -1.708777 -4.095543 -3.289675 0.06 0.45 0.00 0.118
H -1.214037 -4.955793 -4.658745 0.04 0.14 0.21 0.127
C 0.640293 3.931397 -1.763775 0.82 3.43 -0.63 -0.836
O 0.884093 5.010967 -2.237965 0.98 1.99 -1.05 0.048
N 1.382693 3.178737 -1.039485 4.99 -2.27 3.06 0.175
N -0.507567 3.381497 -1.798195 -6.75 -2.09 -1.66 0.175
H 1.136163 2.199927 -1.074895 0.40 -0.36 0.50 0.023
H 2.328453 3.399377 -0.762055 -0.14 0.31 -0.47 0.124
H -0.719997 2.607647 -1.184895 -0.37 0.13 0.08 0.039
H -1.283817 3.840997 -2.252495 0.30 0.04 0.02 0.129
C 2.566913 -3.162373 -1.671715 0.16 2.83 3.05 -0.685
O 1.920533 -2.105933 -1.696165 -0.02 -0.54 0.23 -0.004
N 3.088583 -3.557333 -0.519115 -0.37 0.33 2.42 0.201
N 3.007453 -3.794373 -2.680315 0.55 -2.64 -4.69 0.221
H 2.935623 -2.810573 0.143495 0.13 -0.28 0.97 0.088
H 3.705713 -4.324233 -0.293025 -0.18 0.27 -0.45 0.126
H 3.339093 -4.730183 -2.494955 0.11 0.13 -0.68 0.136
H 2.617723 -3.547723 -3.578855 0.11 -0.50 0.08 0.105
C -2.069037 0.300517 -3.725485 0.43 0.40 -0.63 -0.047
O -0.655597 0.052497 -3.808265 0.40 1.95 -1.52 -0.257
C 0.076833 0.869907 -4.797255 -0.27 -0.31 -1.10 -0.113
C 1.435303 0.159297 -5.077945 -3.67 -1.37 -0.49 -0.163
N 1.999203 -0.244743 -3.793945 0.91 0.80 -2.74 -0.079
C 2.667443 0.947867 -3.375325 1.44 0.98 1.65 -0.174
C 3.545073 0.665177 -2.123505 0.27 1.56 -1.14 -0.184
O 4.843433 0.336967 -2.597655 -0.35 -0.05 -0.45 -0.181
C 5.761583 0.032117 -1.579745 -0.01 -0.32 -0.21 -0.100
H -2.306807 0.762917 -2.767495 -0.04 -0.13 0.00 0.081
H -2.607777 -0.630173 -3.903495 0.15 -0.08 0.29 0.092
H -2.357267 0.971077 -4.535035 -0.02 0.17 0.08 0.097
H 0.158923 1.944027 -4.631035 0.05 -0.04 1.26 0.126
H -0.521287 0.882807 -5.708405 0.00 -0.46 -0.24 0.122
H 2.094633 0.571377 -5.841855 0.17 0.92 0.60 0.140
H 1.104963 -0.747563 -5.584495 -0.08 -0.42 0.07 0.103
H 2.766373 -0.766333 -4.193315 0.36 -1.26 1.10 0.136
H 1.967403 1.773597 -3.248025 -0.20 -0.27 0.63 0.114
H 3.256093 1.302367 -4.221445 0.78 0.08 0.34 0.134
H 3.152983 -0.092893 -1.445495 -0.15 -0.08 -0.14 0.096
H 3.590633 1.632977 -1.624115 0.16 -0.01 0.53 0.110
H 6.685423 -0.275743 -2.069495 -0.04 -0.01 0.07 0.093
H 5.362193 -0.798853 -0.998305 0.15 -0.14 0.36 0.080
H 5.980613 0.880107 -0.930885 -0.14 0.17 0.11 0.092
C 2.439173 -0.941823 6.332575 0.97 0.99 -0.83 -0.085
O 1.568733 -0.207103 5.460805 -1.49 -0.10 0.78 -0.219
C 0.671133 0.815087 6.044755 2.57 -0.38 0.04 -0.160
C 0.202653 1.624527 4.859865 -1.32 -1.19 0.34 -0.125
N -0.750117 0.743087 4.047325 1.51 -0.01 0.29 -0.075
C -2.078797 0.558247 4.611185 -0.95 1.02 0.24 -0.152
C -3.113257 -0.128323 3.663895 3.89 -1.17 -1.03 -0.063
O -2.675757 0.220207 2.264795 -2.72 -0.09 2.78 -0.271
C -3.722497 -0.028923 1.366995 -0.84 -0.07 -0.21 -0.080
H 3.122303 -1.513553 5.704425 -0.52 -0.34 -0.41 0.077
H 2.041663 -1.624553 7.083555 -0.58 0.38 -0.03 0.091
H 3.157873 -0.224513 6.728865 -0.22 0.16 0.89 0.085
H 1.313643 1.437797 6.667265 0.06 0.32 0.14 0.122
H -0.093617 0.453067 6.731925 -0.24 -0.52 -0.39 0.124
H 1.075733 1.872997 4.256465 -0.30 -0.02 -0.07 0.111
H -0.293907 2.526407 5.217835 -0.16 0.06 -0.24 0.127
H -0.284517 -0.146293 4.158375 0.29 -0.82 -0.69 0.084
H -2.342647 1.594857 4.820765 -0.73 -0.18 0.66 0.114
H -1.981647 -0.080293 5.489215 -0.49 0.37 0.36 0.128
H -4.172117 -0.186373 3.915945 0.03 1.12 -0.35 0.138
H -2.766827 -1.160583 3.714085 -0.35 -0.45 0.04 0.113
H -4.684057 0.388977 1.665085 0.08 0.72 0.35 0.098
H -3.952897 -1.092643 1.426195 0.39 -0.34 -1.06 0.103
H -3.443587 0.464897 0.436165 -0.06 -0.85 -0.21 0.067
C 2.878313 -0.277123 2.465695 0.52 -0.04 0.70 -0.213
C 3.914933 0.741467 1.970275 -0.64 -2.48 0.18 -0.210
O 3.239313 1.651717 1.183715 -0.14 2.07 -0.82 -0.067
O 2.432773 -1.124803 1.430345 0.98 -0.14 -0.84 -0.081
H 1.989943 0.259607 2.798605 0.23 -0.09 0.82 0.099
H 3.357683 -0.953593 3.173285 -0.25 0.42 0.79 0.121
H 4.557483 0.059127 1.413815 0.65 0.44 -0.59 0.110
H 4.528753 1.240767 2.719955 -0.45 0.07 0.12 0.134
H 2.685873 1.209727 0.535685 -0.08 -0.68 -0.36 0.057
H 1.474573 -1.101313 1.484115 -0.47 0.11 -0.39 0.021
C -1.176787 3.862297 1.786445 0.05 2.25 -0.08 -0.157
C 0.335993 3.836037 2.120185 -1.16 -0.37 1.31 -0.162
O 0.712863 2.499067 2.024005 0.33 -1.26 -0.76 -0.125
O -1.975407 2.906427 2.512845 0.50 0.58 -0.37 -0.069
H -1.324857 3.775737 0.710015 0.00 -0.53 0.21 0.102
H -1.621937 4.822697 2.046395 0.44 0.34 -0.08 0.134
H 0.510763 3.945637 3.190495 -0.35 1.51 0.21 0.114
H 0.966543 4.499237 1.528015 -0.40 0.07 -0.14 0.140
H 1.613163 2.381737 1.712085 0.69 -0.21 -0.23 0.066
H -2.441397 3.377237 3.207665 -0.02 -0.12 0.08 0.121
```
Positions in Å, forces in eV/Å.

Results
F_max, eV/A: 7.25
Total charge: +1
LUMO, eV: -2.29
Frontier orbital gap, Ha: 0.312

---

2.
Below is 9 unconnected molecules or ions with the total composition C22H66N2O33P7 at a distorted geometry, with properties calculated with the ωB97M-V functional and the def2-TZVPD basis.

```
130
Properties=species:S:1:pos:R:3:forces:R:3:lowdin_charge:R:1
N -0.241256 0.681613 0.855909 -1.66 2.23 -0.49 -0.638
O -0.135472 -0.537413 0.841359 0.26 -2.72 0.32 -0.055
O -1.265950 1.258026 1.236154 -0.87 -0.74 0.80 -0.027
O 0.630084 1.384351 0.379682 2.79 0.75 -0.95 -0.046
C -3.640938 -1.349691 0.946124 0.65 -0.54 0.75 -0.022
N -3.148677 -2.005339 2.221036 -2.22 1.11 -4.41 -0.586
O -2.877454 -1.327775 3.200606 0.79 2.83 3.41 -0.150
O -2.906580 -3.224305 2.161739 0.95 -3.87 -0.43 -0.205
H -4.393878 -0.594618 1.172048 0.09 0.18 0.12 0.059
H -4.053726 -2.070831 0.240673 -0.25 -0.47 0.47 0.055
H -2.809658 -0.919720 0.387369 0.28 0.48 0.35 0.044
C 0.755947 1.266194 -4.325823 -0.62 -0.39 -0.57 -0.127
O 0.348117 1.715012 -3.046697 -1.17 1.47 0.08 -0.222
P -1.185849 2.339264 -2.846736 0.99 -1.98 2.07 0.464
O -1.501967 2.912081 -1.531819 0.25 -0.73 -1.36 -0.186
O -1.374098 3.383661 -4.025734 0.31 -0.41 -0.75 -0.230
C -2.651217 3.929292 -4.306892 -0.18 0.54 -0.83 -0.099
O -2.032187 1.002170 -3.259836 0.51 1.58 -0.52 -0.265
C -1.923406 -0.218351 -2.471974 -1.42 0.74 -0.23 -0.049
H -0.096973 1.184121 -4.999543 -0.15 0.10 -0.13 0.077
H 1.170976 0.258945 -4.289927 0.20 0.03 0.47 0.079
H 1.481779 1.922994 -4.805261 0.12 0.22 0.30 0.067
H -3.341454 3.872693 -3.465181 0.04 -0.22 -0.14 0.083
H -3.011822 3.507485 -5.245051 -0.42 -0.77 0.34 0.083
H -2.565734 4.968109 -4.625709 0.50 0.31 0.65 0.082
H -1.379833 -0.048980 -1.542493 0.36 -0.39 -0.21 0.085
H -1.638988 -1.020137 -3.153398 0.71 0.10 0.37 0.067
H -2.967031 -0.421752 -2.232041 0.07 -0.23 0.42 0.079
C 3.676467 2.583221 -0.999185 -1.47 -0.58 0.28 -0.102
O 3.733373 3.946549 -1.342303 0.11 2.58 -0.99 -0.231
P 2.561153 4.756611 -2.118429 -1.38 -0.64 2.98 0.485
O 1.190406 4.542662 -1.540324 2.54 1.02 -1.39 -0.208
O 3.118323 6.314920 -2.134843 0.01 -2.03 -1.53 -0.232
C 2.927511 7.192474 -1.067563 0.23 -0.28 1.99 -0.142
O 2.773010 4.234177 -3.596014 0.39 0.20 -0.13 -0.216
C 1.937646 4.690879 -4.641732 -0.16 0.14 -1.01 -0.114
H 3.103918 2.092680 -1.786373 0.34 -0.62 0.03 0.075
H 3.090073 2.467685 -0.087655 -0.11 -0.06 0.07 0.085
H 4.671465 2.175807 -0.820026 0.05 0.21 -0.43 0.090
H 3.001044 8.250291 -1.320001 -0.70 -0.19 -0.76 0.081
H 3.735084 7.109614 -0.340200 0.38 -0.44 0.03 0.079
H 2.049574 6.883245 -0.500378 -0.41 0.59 -0.20 0.091
H 2.249713 4.227959 -5.577898 0.40 -0.23 0.14 0.081
H 2.085482 5.759722 -4.796057 -0.33 0.13 0.22 0.086
H 0.890564 4.403929 -4.544879 -0.02 0.25 0.60 0.075
C 3.058678 0.629747 2.746082 0.61 0.01 -1.62 -0.130
O 1.978074 0.582522 3.639734 -0.18 -0.62 1.06 -0.219
P 1.343197 1.947700 4.181304 -2.43 -0.36 -1.16 0.465
O 0.777199 2.770643 3.082953 1.20 -0.39 1.99 -0.208
O 0.214510 1.483242 5.326151 3.56 1.20 -0.78 -0.227
C -0.786544 0.568395 4.954616 -1.44 -0.68 -1.04 -0.126
O 2.605428 2.531486 4.963910 -0.21 0.22 0.52 -0.239
C 3.039028 1.939288 6.208447 -0.95 0.51 -0.02 -0.089
H 3.806252 -0.158007 2.839266 -0.43 -0.59 0.86 0.082
H 3.678807 1.525590 2.777764 -0.46 0.48 0.24 0.084
H 2.672639 0.508953 1.733923 -0.20 0.34 -0.11 0.059
H -0.796820 0.406575 3.876744 -0.10 -0.11 -0.12 0.072
H -1.754652 1.005140 5.199822 0.08 0.04 0.09 0.072
H -0.729507 -0.404623 5.442557 0.52 0.14 0.19 0.080
H 2.496824 2.513579 6.959657 0.35 -0.14 0.41 0.082
H 4.117074 2.059464 6.315515 -0.12 0.01 -0.19 0.081
H 2.729535 0.899642 6.315426 0.16 -0.08 -0.27 0.086
C -4.904330 2.412739 -1.104182 0.73 -0.21 -1.25 -0.135
O -5.035082 2.350368 0.280907 -0.14 0.90 2.09 -0.221
P -4.328238 3.427868 1.296359 2.32 -0.19 0.99 0.476
O -2.968388 3.918831 0.954200 -2.20 -0.70 -0.01 -0.216
O -5.314813 4.697522 1.421676 -0.34 -0.39 -0.09 -0.238
C -6.623424 4.617037 1.995059 0.39 -1.04 -0.65 -0.118
O -4.471787 2.741361 2.765688 -1.52 1.19 -1.43 -0.238
C -3.539194 1.787707 3.283605 1.50 -0.40 -0.96 -0.104
H -4.033127 2.999364 -1.395667 0.08 0.06 0.06 0.057
H -5.790526 2.763530 -1.633039 -0.33 0.44 0.40 0.077
H -4.757535 1.405038 -1.492889 0.21 -0.17 0.24 0.082
H -6.553434 4.840273 3.059657 -0.31 0.25 -0.15 0.086
H -7.007500 3.606333 1.856987 -0.02 -0.21 0.33 0.076
H -7.300123 5.223413 1.392986 0.16 0.55 0.41 0.077
H -3.817320 1.320515 4.228310 -0.79 0.34 -0.22 0.080
H -2.587581 2.299596 3.426826 0.06 -0.02 -0.08 0.080
H -3.378262 1.014490 2.532385 0.13 -0.14 0.37 0.051
C -0.963067 -4.676189 5.189574 -0.52 -0.24 -0.78 -0.096
O 0.432127 -4.907726 5.366122 1.09 0.40 0.72 -0.249
P 1.470188 -3.651448 5.382773 -1.95 -0.88 1.31 0.393
O 0.957237 -2.489878 6.147965 1.06 -1.01 -0.50 -0.238
O 2.782819 -4.379846 5.970700 -0.70 0.62 -0.62 -0.227
C 3.419491 -5.509785 5.356182 -0.17 0.21 0.10 -0.106
O 1.753480 -3.458602 3.872292 0.72 0.00 -0.58 -0.202
C 0.942180 -2.620765 3.038709 -0.55 1.64 -0.60 -0.067
H -1.412133 -4.110433 6.005881 0.21 0.11 -0.10 0.088
H -1.441899 -5.651625 5.103803 0.11 -0.11 0.33 0.080
H -1.156402 -4.221206 4.218128 -0.15 0.51 0.12 0.072
H 3.511109 -6.255267 6.146105 0.28 -0.02 -0.12 0.082
H 4.383445 -5.175856 4.972268 0.09 -0.15 0.17 0.083
H 2.876085 -5.961758 4.526409 -0.34 0.28 0.07 0.084
H 0.131289 -3.104075 2.493770 0.38 -0.69 -0.02 0.081
H 1.615817 -2.077222 2.376220 -0.11 -0.30 -0.16 0.072
H 0.404487 -1.839239 3.575561 0.25 -0.09 0.51 0.078
C -3.813422 -5.203804 -4.058403 -0.77 -0.84 -0.19 -0.112
O -3.120998 -4.293464 -3.226302 -1.00 1.84 -0.92 -0.221
P -1.900013 -4.717259 -2.357316 0.92 -0.73 1.40 0.486
O -2.345384 -5.897315 -1.551490 1.94 1.27 -1.04 -0.244
O -0.787079 -4.971882 -3.577245 -0.57 0.13 2.07 -0.254
C -0.465270 -3.874919 -4.443017 0.02 -0.70 -0.78 -0.105
O -1.349251 -3.373214 -1.568303 -2.03 -1.18 -3.09 -0.228
C -0.498798 -3.583628 -0.460600 0.60 -1.05 0.98 -0.103
H -3.432196 -6.224762 -4.038026 0.44 0.14 0.23 0.086
H -3.878579 -4.902394 -5.103874 0.59 0.52 0.04 0.082
H -4.857438 -5.299794 -3.760220 0.03 0.28 0.49 0.087
H 0.597032 -3.632070 -4.417739 -0.06 0.17 0.57 0.068
H -1.091706 -2.991428 -4.320029 0.09 -0.10 0.23 0.073
H -0.622313 -4.296942 -5.435657 -0.20 0.30 -0.26 0.083
H 0.143870 -2.738338 -0.214491 -0.58 0.47 -0.40 0.067
H 0.160351 -4.403304 -0.746523 0.21 -0.32 0.48 0.072
H -1.142217 -3.828050 0.384608 0.25 -0.03 0.30 0.080
C 2.963753 -4.295519 -2.652855 0.10 -0.33 0.70 -0.105
O 2.832916 -2.968941 -3.160556 1.37 1.28 -0.13 -0.246
P 4.185338 -2.056220 -2.973794 -1.66 1.60 1.02 0.522
O 5.481397 -2.670811 -3.317726 -0.80 0.29 0.63 -0.247
O 3.796085 -0.782164 -3.918068 0.05 -1.16 1.65 -0.241
C 4.797036 0.045335 -4.523831 -0.26 -0.53 -0.89 -0.094
O 4.031571 -1.506403 -1.409162 4.43 -2.28 -4.15 -0.208
C 2.881485 -1.100294 -0.862557 -3.53 1.51 1.48 -0.166
H 2.230016 -4.936064 -3.142184 0.43 0.01 -0.43 0.084
H 2.718032 -4.381423 -1.594393 -0.11 0.54 0.21 0.087
H 4.015857 -4.569873 -2.729642 -0.21 -0.67 -0.41 0.075
H 5.821252 -0.220337 -4.262086 -0.15 -0.14 0.18 0.081
H 4.621490 1.106668 -4.348186 -0.24 -0.17 0.34 0.083
H 4.619339 -0.177495 -5.575912 0.55 0.44 -0.24 0.085
H 2.007393 -1.555302 -1.328416 -0.14 -0.25 0.31 0.086
H 2.700034 -0.028708 -0.945462 0.14 0.20 -0.13 0.072
H 2.917546 -1.293810 0.209529 -0.26 -0.27 -0.04 0.087
```
Positions in Å, forces in eV/Å.

Results
F_max, eV/A: 6.49
Total charge: -2
Multiplicity: 2
LUMO (spin up / spin down), eV: 3.59 / 3.59
⟨S²⟩: 0.75
Frontier orbital gap (spin up / spin down), Ha: 0.071 / 0.207